Version i
An isolated molecule of C9H10O5. Source: OMol25; level of theory: ωB97M-V with the def2-TZVPD basis set.

XYZ file:
```
24
Properties=species:S:1:pos:R:3
C -0.716 -1.207 -2.775
C -0.766 0.155 -2.857
C -0.453 -1.721 -1.543
C -0.436 1.081 -1.952
C -0.197 -0.860 -0.453
C -0.154 0.578 -0.655
C 0.057 -1.212 0.940
C 0.233 1.220 0.603
C 0.628 0.036 1.617
O -1.026 -1.713 1.635
O -0.808 1.882 1.137
O 1.432 2.036 0.575
O 1.995 -0.119 1.866
O 0.035 0.275 2.868
H -1.020 -1.749 -3.718
H -0.980 0.576 -3.820
H -0.351 -2.804 -1.547
H -0.424 2.185 -2.093
H 0.954 -1.978 0.967
H -1.550 -0.978 1.974
H -0.544 2.353 1.960
H 1.993 1.839 -0.171
H 2.395 0.663 2.211
H -0.298 -0.539 3.231
```

Computed properties:
Orbital gap (hartree): 0.3706
Net charge: 0
HOMO (eV): -9.495
SMILES: O[C@H]1c2ccccc2C(O)(O)C1(O)O
Lowest unoccupied orbital energy (eV): 0.59
Spin multiplicity: 1



Version ii
A cluster of 2 separate species, C9H10O5 in total. Source: OMol25; level of theory: ωB97M-V with the def2-TZVPD basis set.

XYZ file:
```
24
Properties=species:S:1:pos:R:3
C 3.439 -0.035 -0.488
C 2.000 0.443 -0.748
C 1.031 -0.586 -1.108
O -0.128 -0.363 -1.202
C 1.544 -2.019 -1.199
C 3.016 -2.386 -1.084
C 3.947 -1.386 -0.568
O 5.113 -1.662 -0.297
O 3.611 -3.543 -1.571
O 1.575 1.714 -0.601
H 4.191 0.599 -0.280
H 0.688 -2.716 -1.600
H 2.858 -4.246 -1.571
H 0.698 1.530 -0.257
C -3.601 1.033 0.136
C -2.799 1.668 1.213
O -1.544 1.825 1.011
C -3.432 1.802 2.440
H -4.505 1.575 0.110
H -3.915 -0.021 0.364
H -3.210 1.088 -0.914
H -2.737 1.389 3.176
H -4.418 1.488 2.500
H -3.422 2.808 2.539
```

Computed properties:
Orbital gap (hartree): 0.2624
Net charge: 0
HOMO (eV): -8.914
SMILES: O=C1C=C(O)C(=O)C=C1O.CC(C)=O
Lowest unoccupied orbital energy (eV): -1.77
Spin multiplicity: 1



Least stable structure: version ii



Version i
A cluster of 5 separate species, CH10O6 in total. Source: OMol25; level of theory: ωB97M-V with the def2-TZVPD basis set.

XYZ file:
```
17
Properties=species:S:1:pos:R:3
O -0.608 1.346 -2.636
C -0.344 1.799 -1.575
O 0.438 1.224 -0.618
H -0.664 2.798 -1.231
H -0.183 0.888 0.066
H 0.427 -0.737 1.958
H 1.750 -0.066 2.137
O 0.836 0.060 2.334
H 0.278 -1.752 -0.039
H -0.113 -2.947 0.884
O -0.327 -2.053 0.666
H 0.869 -0.482 -1.948
H 1.324 -1.621 -2.805
O 1.084 -1.427 -1.898
H -0.932 0.944 2.006
H -2.356 0.836 1.422
O -1.479 1.189 1.274
```

Computed properties:
Orbital gap (hartree): 0.4198
Net charge: 0
HOMO (eV): -10.862
SMILES: O=CO.O.O.O.O
Lowest unoccupied orbital energy (eV): 0.56
Spin multiplicity: 1



Version ii
A cluster of 5 separate species, CH10O6 in total. Source: OMol25; level of theory: ωB97M-V with the def2-TZVPD basis set.

XYZ file:
```
17
Properties=species:S:1:pos:R:3
O -1.559 -1.192 -2.187
C -1.601 -1.461 -1.023
O -0.688 -0.930 -0.178
H -2.384 -2.075 -0.572
H 0.129 -1.454 -0.089
H 1.070 0.847 1.015
H 1.040 0.866 2.591
O 1.431 0.415 1.819
H 0.273 1.985 -0.632
H 1.415 1.867 -1.637
O 1.232 2.096 -0.730
H -1.928 1.071 -0.557
H -2.426 2.539 -0.126
O -1.696 1.962 -0.293
H 1.515 -1.809 1.466
H 2.553 -2.395 0.476
O 1.625 -2.333 0.657
```

Computed properties:
Orbital gap (hartree): 0.4219
Net charge: 0
HOMO (eV): -10.935
SMILES: O=CO.O.O.O.O
Lowest unoccupied orbital energy (eV): 0.55
Spin multiplicity: 1



Least stable structure: version ii



Version i
A structure of composition C4H5FN2. Source: OMol25; level of theory: ωB97M-V with the def2-TZVPD basis set.

XYZ file:
```
12
Properties=species:S:1:pos:R:3
C 0.079 -1.634 -1.200
C -0.395 -0.454 -0.885
C 0.623 0.235 -1.700
C -0.553 0.880 2.044
N 0.496 -0.978 -2.322
N 0.069 -0.231 1.583
F 0.329 1.375 -2.349
H 0.155 -2.759 -1.128
H 1.557 0.335 -1.059
H -0.371 1.830 1.785
H -0.342 0.725 3.066
H -1.649 0.677 2.163
```

Computed properties:
Orbital gap (spin up / spin down) (hartree): 0.2963 / 0.2893
Net charge: 0
HOMO (spin up / spin down) (eV): -8.823 / -8.789
Lowest unoccupied orbital energy (spin up / spin down) (eV): -0.76 / -0.92
Spin multiplicity: 1



Version ii
An isolated molecule of C4H5FN2. Source: OMol25; level of theory: ωB97M-V with the def2-TZVPD basis set.

XYZ file:
```
12
Properties=species:S:1:pos:R:3
C -2.078 1.153 0.332
C -1.328 -0.796 -0.147
C -0.612 1.297 0.450
C 1.214 -0.310 0.023
N -2.466 -0.035 -0.030
N -0.203 0.095 0.070
F -1.268 -1.612 -1.218
H -2.860 1.858 0.634
H -1.179 -1.506 0.657
H 1.468 -0.506 -0.969
H 1.717 0.581 0.329
H 1.099 -1.176 0.652
```

Computed properties:
Orbital gap (hartree): 0.3088
Net charge: 0
HOMO (eV): -8.900
Lowest unoccupied orbital energy (eV): -0.50
Spin multiplicity: 1



Version iii
An isolated molecule of C4H5FN2. Source: OMol25; level of theory: ωB97M-V with the def2-TZVPD basis set.

XYZ file:
```
12
Properties=species:S:1:pos:R:3
C -0.335 -1.151 0.175
C 0.875 1.022 0.200
C 1.942 0.080 0.397
C -2.151 0.184 -0.397
N 0.539 -0.210 0.068
N -1.681 -0.946 0.018
F 2.744 -0.388 -0.666
H 0.146 -2.087 0.240
H 2.252 -0.014 1.425
H 0.525 1.951 -0.152
H -3.232 0.445 -0.558
H -1.625 1.114 -0.748
```

Computed properties:
Orbital gap (hartree): 0.2945
Net charge: 0
HOMO (eV): -7.674
Lowest unoccupied orbital energy (eV): 0.34
Spin multiplicity: 1



Least stable structure: version i



Version i
A cluster of 2 separate species, C8H11N4 in total. Source: OMol25; level of theory: ωB97M-V with the def2-TZVPD basis set.

XYZ file:
```
23
Properties=species:S:1:pos:R:3
C 2.187 -1.624 -0.009
C 3.263 -0.938 -0.465
C 1.052 -0.675 0.206
C 1.696 0.643 -0.032
C 1.354 1.913 0.129
C 0.047 2.548 0.424
C -1.211 2.369 0.158
C -0.154 -0.922 0.592
N -2.353 1.975 0.068
N 2.999 0.362 -0.401
N -1.315 -1.152 1.073
N -3.122 -1.749 -0.705
H 2.004 -2.752 0.007
H 4.282 -1.307 -0.475
H 2.055 2.646 0.031
H -0.072 3.506 1.032
H -2.953 2.336 -0.677
H 3.629 1.138 -0.700
H -1.281 -1.418 2.123
H -2.140 -1.457 0.267
H -4.130 -1.663 -0.385
H -2.925 -2.724 -0.886
H -2.910 -1.056 -1.374
```

Computed properties:
Orbital gap (hartree): 0.2646
Net charge: +1
HOMO (eV): -10.637
Lowest unoccupied orbital energy (eV): -3.44
Spin multiplicity: 1



Version ii
The ion C8H11N4 with charge +1. Source: OMol25; level of theory: ωB97M-V with the def2-TZVPD basis set.

XYZ file:
```
23
Properties=species:S:1:pos:R:3
C -1.124 2.022 -0.001
C -1.970 0.828 -0.006
C 1.020 1.250 0.805
C -3.363 1.018 -0.019
C -3.632 -1.218 0.260
C -2.249 -1.370 0.455
C 2.435 -0.729 0.976
C 1.399 -0.118 -1.138
N -4.198 -0.055 -0.004
N -1.401 -0.365 0.320
N 0.196 2.099 0.178
N 1.630 0.264 0.280
H -1.564 2.918 -0.365
H -3.875 2.010 -0.226
H -4.282 -2.035 0.275
H -1.920 -2.338 0.618
H 2.503 -0.708 1.997
H 1.803 -1.716 0.678
H 3.371 -0.892 0.366
H 0.303 -0.466 -1.320
H 1.658 0.821 -1.794
H 2.078 -0.977 -1.414
H 0.629 2.993 0.058
```

Computed properties:
Orbital gap (spin up / spin down) (hartree): 0.2688 / 0.2685
Net charge: +1
HOMO (spin up / spin down) (eV): -12.326 / -12.320
Lowest unoccupied orbital energy (spin up / spin down) (eV): -5.01 / -5.01
Spin multiplicity: 1



Least stable structure: version i



Version i
The ion C4H12N2 with charge -1. Source: OMol25; level of theory: ωB97M-V with the def2-TZVPD basis set.

XYZ file:
```
18
Properties=species:S:1:pos:R:3
N -0.551 1.768 0.458
C -0.852 0.317 0.633
C -0.030 -0.193 1.850
C -0.947 -0.370 -0.787
N 0.161 -0.648 -1.653
C 1.536 -0.811 -1.080
H -1.088 2.234 -0.259
H 0.444 1.915 0.410
H -1.910 0.359 0.924
H 0.528 0.661 2.210
H 0.688 -0.948 1.558
H -0.773 -0.638 2.494
H -1.769 0.207 -1.222
H -1.408 -1.345 -0.536
H 0.359 0.154 -2.249
H 1.942 -1.778 -1.390
H 2.176 0.023 -1.360
H 1.494 -0.906 -0.002
```

Computed properties:
Orbital gap (spin up / spin down) (hartree): 0.1121 / 0.3199
Net charge: -1
HOMO (spin up / spin down) (eV): 1.363 / -4.490
Lowest unoccupied orbital energy (spin up / spin down) (eV): 4.41 / 4.21
Spin multiplicity: 2



Version ii
A structure of composition C4H12N2. Source: OMol25; level of theory: ωB97M-V with the def2-TZVPD basis set.

XYZ file:
```
18
Properties=species:S:1:pos:R:3
C -0.647 -1.179 1.171
C -1.093 0.256 1.072
C -0.246 1.112 0.189
C 1.095 0.926 -1.760
N -0.236 0.797 -1.273
N 0.799 -1.400 0.086
H -0.791 -1.579 2.237
H 0.581 -1.321 1.236
H -2.164 0.236 0.805
H -1.095 0.853 2.053
H 0.813 0.858 0.488
H -0.445 2.194 0.370
H 1.463 1.966 -1.862
H 1.818 0.308 -1.166
H 1.098 0.557 -2.745
H -0.270 -0.273 -1.207
H 0.754 -2.390 -0.243
H -1.435 -1.922 0.548
```

Computed properties:
Orbital gap (spin up / spin down) (hartree): 0.1421 / 0.2854
Net charge: -1
HOMO (spin up / spin down) (eV): 0.689 / -3.386
Lowest unoccupied orbital energy (spin up / spin down) (eV): 4.56 / 4.38
Spin multiplicity: 2



Least stable structure: version ii



Version i
An isolated molecule of C2H3NOS. Source: OMol25; level of theory: ωB97M-V with the def2-TZVPD basis set.

XYZ file:
```
8
Properties=species:S:1:pos:R:3
C 3.718 -0.378 0.304
C -0.035 0.242 -0.012
N 1.060 1.214 0.320
O 4.420 -1.099 -0.215
S 2.549 0.931 -0.110
H 0.519 -0.573 -0.397
H -0.548 -0.088 0.881
H -0.623 0.677 -0.761
```

Computed properties:
Orbital gap (spin up / spin down) (hartree): 0.2875 / 0.2876
Net charge: 0
HOMO (spin up / spin down) (eV): -8.496 / -8.497
Lowest unoccupied orbital energy (spin up / spin down) (eV): -0.67 / -0.67
Spin multiplicity: 1



Version ii
An isolated molecule of C2H3NOS. Source: OMol25; level of theory: ωB97M-V with the def2-TZVPD basis set.

XYZ file:
```
8
Properties=species:S:1:pos:R:3
C -1.628 -0.552 0.011
C 1.563 0.633 0.005
H -2.160 -1.488 -0.018
H -2.139 0.461 0.230
H 1.984 1.693 -0.028
N -0.362 -0.687 -0.099
O 0.214 0.618 -0.086
S 2.527 -0.677 -0.015
```

Computed properties:
Orbital gap (hartree): 0.3260
Net charge: 0
HOMO (eV): -8.727
SMILES: C=NOC=S
Lowest unoccupied orbital energy (eV): 0.14
Spin multiplicity: 1



Least stable structure: version i



Version i
An isolated molecule of C2H3NOS. Source: OMol25; level of theory: ωB97M-V with the def2-TZVPD basis set.

XYZ file:
```
8
Properties=species:S:1:pos:R:3
C -0.296 -0.024 0.228
C 1.129 0.276 0.165
N 0.513 -1.005 -0.203
O -3.099 0.054 0.044
S -1.997 0.920 0.450
H 1.488 0.942 -0.615
H 1.746 0.253 1.053
H 0.517 -1.418 -1.123
```

Computed properties:
Orbital gap (spin up / spin down) (hartree): 0.2815 / 0.2812
Net charge: 0
HOMO (spin up / spin down) (eV): -7.869 / -7.866
Lowest unoccupied orbital energy (spin up / spin down) (eV): -0.21 / -0.21
Spin multiplicity: 1



Version ii
An isolated molecule of C2H3NOS. Source: OMol25; level of theory: ωB97M-V with the def2-TZVPD basis set.

XYZ file:
```
8
Properties=species:S:1:pos:R:3
C 1.186 -0.200 -0.198
C -1.051 0.580 0.170
H 1.776 -0.279 -1.025
H 1.594 0.122 0.896
H -1.979 1.322 0.152
N -1.475 -0.613 0.155
O 0.129 0.856 -0.304
S -0.182 -1.789 0.155
```

Computed properties:
Orbital gap (hartree): 0.3350
Net charge: 0
HOMO (eV): -8.561
SMILES: C1=NSCO1
Lowest unoccupied orbital energy (eV): 0.55
Spin multiplicity: 1



Version iii
A structure of composition C2H3NOS. Source: OMol25; level of theory: ωB97M-V with the def2-TZVPD basis set.

XYZ file:
```
8
Properties=species:S:1:pos:R:3
C -1.319 -0.421 -0.790
C -0.149 -0.531 0.094
N -0.608 0.688 -0.620
O -3.853 0.864 0.414
S -3.483 -0.537 0.128
H -0.434 -0.783 1.139
H 0.866 -1.014 -0.023
H -0.561 1.755 -0.429
```

Computed properties:
Orbital gap (spin up / spin down) (hartree): 0.2499 / 0.2769
Net charge: 0
HOMO (spin up / spin down) (eV): -7.655 / -8.503
Lowest unoccupied orbital energy (spin up / spin down) (eV): -0.85 / -0.97
Spin multiplicity: 1



Least stable structure: version iii